{"formula": "C30H76N5O11", "method": "ωB97M-V with the def2-TZVPD basis set", "species": ["O", "H", "C", "O", "C", "C", "N", "C", "C", "O", "C", "H", "H", "H", "H", "H", "H", "H", "H", "H", "H", "H", "H", "H", "H", "H", "C", "O", "C", "C", "N", "C", "C", "O", "C", "H", "H", "H", "H", "H", "H", "H", "H", "H", "H", "H", "H", "H", "H", "H", "C", "O", "C", "C", "N", "C", "C", "O", "C", "H", "H", "H", "H", "H", "H", "H", "H", "H", "H", "H", "H", "H", "H", "H", "C", "O", "C", "C", "N", "C", "C", "O", "C", "H", "H", "H", "H", "H", "H", "H", "H", "H", "H", "H", "H", "H", "H", "H", "C", "O", "C", "C", "N", "C", "C", "O", "C", "H", "H", "H", "H", "H", "H", "H", "H", "H", "H", "H", "H", "H", "H", "H"], "coordinates": [[-64.4759, 28.2853, 4.8163], [-64.9472, 28.9927, 4.4823], [-65.1666, 26.3490, 10.2753], [-65.9621, 27.1021, 9.4620], [-65.8355, 26.7118, 8.1212], [-66.7494, 27.6094, 7.2901], [-66.8099, 27.2986, 5.8695], [-67.0737, 25.8901, 5.4974], [-67.5932, 25.8477, 4.0386], [-68.1268, 24.5895, 3.7366], [-67.2528, 23.4688, 3.5486], [-65.3375, 25.3691, 10.0410], [-65.5263, 26.6175, 11.2355], [-64.1574, 26.5443, 9.9828], [-66.1166, 25.7164, 8.0996], [-64.7631, 26.7950, 7.8991], [-66.5238, 28.6980, 7.3888], [-67.7843, 27.5640, 7.6676], [-65.8935, 27.7553, 5.5574], [-67.7959, 25.6468, 6.2395], [-66.1485, 25.2752, 5.7980], [-66.6922, 26.0634, 3.5759], [-68.3423, 26.5583, 3.7661], [-67.5210, 22.6823, 2.7759], [-66.7720, 23.0594, 4.4484], [-66.2404, 23.9368, 3.0654], [-58.2057, 34.5641, 1.4765], [-59.7156, 34.5719, 1.3274], [-60.2167, 33.1994, 1.1940], [-61.7750, 33.3263, 1.2870], [-62.3384, 32.0382, 0.7937], [-63.7405, 31.9952, 1.0003], [-64.1762, 30.5494, 0.6966], [-65.6353, 30.4266, 0.7735], [-66.0398, 29.0929, 1.2372], [-57.7329, 34.1233, 0.6912], [-57.9063, 33.7911, 2.2684], [-57.7885, 35.6745, 1.7122], [-59.8491, 32.7110, 1.9687], [-59.8354, 32.5976, 0.3126], [-61.9309, 34.3132, 0.7790], [-61.9765, 33.4454, 2.3911], [-61.7646, 31.1148, 1.3083], [-64.5452, 32.5006, 0.2944], [-64.3021, 32.1870, 2.1044], [-63.5244, 29.7273, 1.4799], [-63.8462, 30.1352, -0.2648], [-65.5868, 28.9733, 2.2095], [-65.8476, 28.1036, 0.6793], [-67.0432, 29.2246, 1.7719], [-67.1897, 29.2166, 4.9767], [-67.4072, 30.6300, 4.6087], [-66.6930, 30.7627, 3.3448], [-66.9732, 32.2643, 2.8898], [-66.2668, 32.5654, 1.7579], [-66.1534, 34.0112, 1.4985], [-65.1715, 34.2088, 0.3237], [-64.9556, 35.5284, -0.2314], [-64.2332, 35.5043, -1.2905], [-67.6775, 28.7050, 4.2334], [-67.7522, 29.2147, 5.9594], [-66.1798, 29.1082, 5.3900], [-66.9231, 30.0554, 2.5016], [-65.6444, 30.7849, 3.6356], [-66.8550, 32.9781, 3.5979], [-68.0345, 32.1080, 2.5430], [-66.9580, 32.0014, 1.1804], [-65.7238, 34.3623, 2.3332], [-67.0567, 34.5319, 1.3237], [-65.6217, 33.5778, -0.4233], [-64.1046, 33.9006, 0.6053], [-64.7633, 35.0960, -2.3422], [-63.2579, 34.9712, -1.2200], [-64.1879, 36.3653, -1.8909], [-65.9394, 31.0333, 8.6837], [-64.5825, 31.3682, 8.2582], [-63.9730, 30.4691, 7.3970], [-63.3324, 31.0269, 6.2008], [-62.4850, 30.0113, 5.5975], [-61.8615, 30.4396, 4.3608], [-61.2171, 29.3731, 3.5484], [-60.6713, 29.7687, 2.2188], [-60.2224, 28.6325, 1.4941], [-66.1219, 31.9055, 9.3325], [-66.1202, 29.9476, 9.2146], [-66.5573, 31.0339, 7.7548], [-64.5524, 29.5636, 7.3055], [-63.2112, 29.9044, 8.0169], [-62.6797, 31.9197, 6.3113], [-64.0109, 31.3542, 5.3873], [-63.2113, 29.3582, 5.3876], [-61.1091, 31.1931, 4.5504], [-62.5695, 30.8875, 3.7621], [-61.9026, 28.5716, 3.4538], [-60.3641, 28.7930, 3.9780], [-60.2169, 28.9891, 0.3601], [-60.8933, 27.6864, 1.7015], [-59.1112, 28.5648, 1.6885], [-64.2473, 25.8909, -0.1239], [-64.4769, 25.3807, 1.1641], [-63.7949, 26.0801, 2.2366], [-63.7107, 25.2852, 3.5948], [-62.8194, 26.0275, 4.4619], [-62.8092, 25.4547, 5.8156], [-62.0987, 26.5215, 6.6785], [-61.9476, 26.1346, 7.9903], [-61.2491, 27.0229, 8.7982], [-65.1070, 25.2415, -0.6923], [-63.4322, 25.6654, -0.5695], [-64.0377, 26.9901, -0.2850], [-64.2770, 27.0785, 2.4026], [-62.6913, 26.1112, 1.7258], [-63.6957, 24.1330, 3.6161], [-64.7382, 25.2650, 3.8416], [-63.5177, 26.7458, 4.7227], [-62.3450, 24.4811, 5.6200], [-63.7853, 25.1809, 6.2188], [-62.5810, 27.5625, 6.5249], [-61.1857, 26.6863, 6.3150], [-60.1425, 26.8273, 8.9470], [-61.4876, 26.7922, 9.7740], [-61.4795, 28.0890, 8.9490]], "forces_ev_per_a": [[1.607, -2.216, 1.051], [-1.002, 2.014, -1.490], [0.076, 1.642, -0.223], [-1.722, 1.725, -0.672], [0.526, 2.730, 0.376], [-0.940, -0.288, -0.297], [1.822, -1.188, 0.779], [1.096, 1.787, 1.550], [0.640, -1.657, 2.614], [-0.738, -2.188, -0.765], [3.871, 2.183, -1.854], [-0.433, -3.189, -0.040], [0.633, -0.096, 1.391], [1.304, 0.233, 0.704], [-0.644, -2.344, -0.655], [-0.066, 0.015, -0.728], [0.387, -0.956, 0.048], [0.136, -0.363, 0.444], [-0.391, -2.562, -0.620], [-1.178, -0.940, 0.305], [-1.152, 0.170, -1.319], [1.662, 0.355, -2.211], [-0.451, 0.580, 0.379], [-0.595, 1.139, 1.267], [-1.018, -0.204, 0.213], [-2.085, -1.014, 0.595], [-2.179, 1.612, 3.623], [2.707, -0.821, -0.471], [-1.436, 2.731, -3.014], [2.516, -0.973, 0.791], [1.810, -0.327, 1.176], [-4.098, -3.222, 0.880], [1.040, -2.748, 2.274], [1.254, -3.195, -0.224], [-0.006, -0.366, 0.628], [1.047, -0.581, -3.104], [-0.614, 1.485, -0.184], [-1.275, -2.843, -0.550], [1.467, -2.512, 3.912], [-0.607, 1.203, 0.230], [-0.827, -1.211, -0.061], [-0.183, 0.188, -0.939], [-2.160, 3.343, -1.524], [3.179, -1.834, 1.299], [2.281, -0.081, -2.491], [-2.213, 2.146, -1.605], [-0.049, 0.633, -0.176], [1.317, -0.579, 0.114], [-0.463, 1.995, -0.020], [0.362, -1.775, -3.339], [-1.512, 4.999, 4.529], [0.813, -0.658, -2.256], [-0.436, 3.674, 2.001], [-3.113, -4.691, 0.314], [-0.963, 0.678, -3.598], [0.310, -1.625, -2.739], [1.611, 1.415, 0.621], [-3.888, 0.331, 4.143], [1.545, -2.390, -6.603], [-0.344, -1.888, -1.599], [-0.130, -0.151, -1.517], [-0.639, 0.949, -1.489], [-0.307, 2.382, 3.083], [0.593, -0.669, -0.481], [0.127, 1.745, 2.864], [-0.085, 1.057, 1.396], [2.449, 1.794, -1.189], [1.451, 1.639, 3.260], [-1.341, 0.615, -0.308], [0.352, -0.308, -1.090], [-2.258, 1.087, -0.509], [0.507, -0.945, 2.340], [-0.401, 0.384, -0.036], [0.913, 2.564, 0.793], [0.713, -1.004, -0.378], [-1.443, 0.308, 0.831], [1.192, -2.175, 2.770], [1.435, 1.561, -2.478], [1.101, -0.181, 0.732], [1.545, 0.269, 1.110], [2.189, -1.981, -0.583], [-1.607, 0.155, 1.211], [0.260, 0.589, -1.707], [-0.663, -0.773, -0.068], [0.914, 2.658, -1.001], [0.002, 0.104, 0.784], [-1.058, 0.037, -1.362], [0.374, 1.001, -0.540], [-0.544, -0.236, 0.937], [-0.652, 0.062, 0.525], [-0.299, -1.870, -0.870], [0.253, 0.523, 0.391], [-1.910, 1.289, -1.867], [-1.266, -0.785, -0.763], [-0.299, 0.978, 0.611], [-0.502, -1.098, 2.125], [1.607, 1.740, -0.531], [-1.127, -0.882, 0.195], [-6.677, 0.216, 1.063], [-0.146, 0.405, 1.283], [3.135, -1.218, -2.060], [-0.604, -1.205, -2.131], [-2.416, 0.282, 1.111], [1.047, -0.507, -0.385], [-3.339, 0.508, -0.625], [-0.608, 0.059, 1.327], [1.806, 0.116, 1.208], [1.778, 2.629, 0.576], [6.219, -3.143, -2.380], [-1.974, -0.251, 0.709], [0.791, -0.719, 0.048], [-2.005, 0.774, 1.827], [1.572, 1.321, -0.846], [-1.527, 0.902, 1.391], [0.878, 1.472, -1.079], [0.764, 0.003, 1.123], [-0.466, 0.403, 0.049], [0.017, -1.639, 0.514], [3.954, 0.445, -1.987], [-0.666, 0.432, -1.431], [-1.109, -1.311, 2.464], [-0.111, 0.115, -1.835]], "largest_force_ev_per_a": 7.36, "total_charge": -1, "de_lowest_kj_mol": 136.2, "e_homo_ha": -0.1895, "total_energy_ha": -2289.18528}